[1]
Here is a 2-piece molecular cluster, C2H7NOS2 overall at a distorted geometry from the OMol25 dataset. Energies are from ωB97M-V/def2-TZVPD.

Cartesian coordinates (Å):
1 C 1.267 -2.002 2.193
2 C -1.602 0.240 -1.166
3 N 0.216 2.236 -1.106
4 O 0.781 -0.224 -0.236
5 S 1.900 -3.345 2.880
6 S -0.202 0.853 -0.170
7 H 0.580 -1.318 2.659
8 H 0.897 2.107 -1.844
9 H 1.153 -1.982 1.132
10 H -2.101 -0.479 -0.474
11 H -2.301 1.115 -1.251
12 H -1.203 -0.148 -2.136
13 H 0.617 2.948 -0.480

## Properties
HOMO level in eV: -8.45
ΔE to the lowest compared entry with this formula, charge and spin in kcal/mol: 60.5
Electronic energy in eV: -27393.3641
HOMO-LUMO gap in eV: 8.32
LUMO energy in hartree: -0.0048

***

[2]
Here is one molecule with the formula C23H18FN3O6S2 from the OMol25 dataset. Energies are from ωB97M-V/def2-TZVPD.

Cartesian coordinates (Å):
1 O 0.110 2.100 -3.571
2 C -0.360 2.397 -2.501
3 C -1.870 2.299 -2.204
4 N -2.143 1.206 -1.285
5 C -1.935 1.324 0.061
6 O -1.526 2.305 0.626
7 S -2.349 -0.192 0.877
8 C -2.793 -0.957 -0.637
9 C -3.246 -2.205 -0.880
10 C -3.507 -3.302 0.013
11 C -3.259 -3.257 1.390
12 C -3.536 -4.343 2.194
13 C -4.068 -5.487 1.620
14 F -4.341 -6.544 2.402
15 C -4.325 -5.569 0.261
16 C -4.041 -4.479 -0.533
17 C -2.624 -0.011 -1.752
18 O -2.869 -0.231 -2.912
19 N 0.338 2.822 -1.416
20 C 1.713 2.703 -1.204
21 C 2.646 2.592 -2.232
22 C 3.986 2.410 -1.931
23 C 4.409 2.301 -0.616
24 C 3.471 2.414 0.391
25 S 3.907 2.065 2.091
26 O 5.300 2.305 2.307
27 O 2.936 2.663 2.953
28 N 3.707 0.407 2.209
29 C 2.403 -0.138 1.921
30 C 2.157 -0.387 0.463
31 C 3.007 -0.763 -0.536
32 C 2.226 -0.862 -1.713
33 C 0.959 -0.547 -1.345
34 O 0.904 -0.252 -0.029
35 C 2.141 2.637 0.120
36 H -2.394 2.068 -3.135
37 H -2.237 3.233 -1.772
38 H -3.450 -2.397 -1.929
39 H -2.843 -2.368 1.835
40 H -3.348 -4.316 3.256
41 H -4.739 -6.476 -0.152
42 H -4.236 -4.528 -1.594
43 H -0.192 3.004 -0.566
44 H 2.314 2.633 -3.256
45 H 4.702 2.334 -2.735
46 H 5.442 2.137 -0.356
47 H 4.481 -0.098 1.810
48 H 2.287 -1.074 2.483
49 H 1.676 0.580 2.309
50 H 4.058 -0.950 -0.454
51 H 2.563 -1.131 -2.692
52 H 0.049 -0.508 -1.909
53 H 1.445 2.738 0.940

## Properties
HOMO level in eV: -8.75
ΔE to the lowest compared entry with this formula, charge and spin in kcal/mol: 0.0
Structure (SMILES): O=C(CN1C(=O)S/C(=C\c2ccc(F)cc2)C1=O)Nc1cccc(S(=O)(=O)NCc2ccco2)c1
Electronic energy in eV: -65286.9105
HOMO-LUMO gap in eV: 7.79
LUMO energy in hartree: -0.0353